# 1
Formula: C5H10O2
Source: the OMol25 dataset
Level of theory: the ωB97M-V functional and the def2-TZVPD basis

```
! wB97M-V def2-TZVPD RIJCOSX def2/J DEFGRID3
* xyz 0 1
C -2.094 -0.774 -0.295
C -1.130 0.385 -0.503
C -0.022 0.364 0.525
O 0.695 -1.128 0.301
C 1.203 1.177 0.266
C 2.096 -0.103 -0.141
O 3.052 -0.461 0.530
H -2.869 -0.786 -1.063
H -1.542 -1.716 -0.337
H -2.584 -0.708 0.684
H -0.663 0.342 -1.496
H -1.667 1.346 -0.469
H -0.371 0.310 1.554
H 1.115 -1.513 1.104
H 1.636 1.657 1.148
H 1.146 1.878 -0.579
H 1.998 -0.271 -1.230
*
```

The value obtained for the orbital gap is 9.564 eV.

Mulliken charges in e: -1.17 -0.46 0.21 -0.53 -0.78 0.23 -0.66 0.36 0.30 0.30 0.28 0.33 0.39 0.33 0.30 0.30 0.27

=====

# 2
Formula: C4H12NO
Source: the OMol25 dataset
Level of theory: the ωB97M-V functional and the def2-TZVPD basis

```
! wB97M-V def2-TZVPD RIJCOSX def2/J DEFGRID3
* xyz 2 2
C -1.648 -1.734 -1.399
C -0.674 -1.318 -0.396
C -0.850 0.072 0.184
C 0.619 1.525 1.469
N 0.135 0.360 1.264
H -2.393 -0.960 -1.627
H -2.352 -2.606 -1.091
H -1.128 -2.196 -2.262
H 0.350 -1.487 -0.774
H -0.873 -2.060 0.441
H -1.847 0.193 0.615
H -0.657 0.784 -0.621
H 0.478 2.365 0.787
H 1.321 1.657 2.292
H 0.477 -0.449 1.773
H 3.407 2.519 0.175
H 2.941 1.456 -0.829
O 2.695 1.881 0.000
*
```

The value obtained for the orbital gap (spin up / spin down) is 10.503 / 3.771 eV.

Mulliken charges in e: -0.74 -0.18 -0.69 -0.18 0.02 0.40 0.42 0.35 0.42 0.37 0.35 0.44 0.33 0.32 0.31 0.32 0.30 -0.57

=====

Ordered E results: -346.9171; -288.7684; unit Eh.
Ordered energy above the lowest of the compared OMol25 structures with the same formula, charge and spin results: 284.3; 237.9; unit kJ/mol.
Ordered molecular weight results: 102.1; 90.1; unit g mol⁻¹.